1.
# C28H41N5O4SeSiSr

C28H41N5O4SeSiSr as an isolated structure (the ωB97M-V functional and the def2-TZVPD basis, OMol25).

```
! wB97M-V def2-TZVPD RIJCOSX def2/J DEFGRID3
* xyz -2 1
Sr -0.893 0.719 -1.875
O 0.614 -1.210 -5.564
C 0.407 -0.691 -4.466
O -0.745 -0.421 -3.968
C 1.609 -0.310 -3.580
C 2.811 -0.012 -4.175
C 3.899 0.336 -3.297
C 3.770 0.338 -1.958
C 2.441 0.021 -1.298
N 1.354 -0.300 -2.261
C 2.009 1.205 -0.383
O 2.865 1.884 0.189
O 0.739 1.370 -0.244
H 2.920 -0.093 -5.246
H 4.862 0.608 -3.725
H 4.587 0.640 -1.316
C -2.133 2.113 0.746
N -2.220 0.634 0.653
C -3.638 0.253 0.741
N -4.255 0.722 1.989
C -4.126 2.185 2.034
N -2.727 2.619 1.986
C -2.011 2.013 3.105
N -2.085 0.549 3.087
C -1.507 0.087 1.821
C -3.498 0.166 3.110
H -2.672 2.542 -0.101
H -1.077 2.390 0.703
H -3.709 -0.837 0.698
H -4.168 0.676 -0.114
H -4.577 2.548 2.963
H -4.663 2.616 1.188
H -2.445 2.374 4.041
H -0.962 2.311 3.058
H -1.561 -1.004 1.786
H -0.464 0.401 1.756
H -3.942 0.519 4.045
H -3.566 -0.925 3.079
C 0.702 -2.100 0.084
Si 2.492 -1.565 -0.183
C 3.357 -3.032 -1.084
C 4.886 -2.919 -1.065
C 2.911 -3.074 -2.551
C 2.949 -4.376 -0.459
C 3.241 -1.275 1.584
C 4.558 -0.489 1.521
C 3.493 -2.580 2.349
C 2.238 -0.463 2.421
H 0.584 -2.805 0.912
H 0.306 -2.548 -0.829
H 0.120 -1.204 0.307
H 5.212 -1.974 -1.506
H 5.321 -3.735 -1.659
H 5.299 -2.991 -0.056
H 3.235 -2.200 -3.113
H 1.825 -3.133 -2.652
H 3.343 -3.967 -3.027
H 3.260 -4.485 0.580
H 3.413 -5.191 -1.031
H 1.867 -4.522 -0.504
H 5.326 -1.023 0.956
H 4.942 -0.337 2.541
H 4.403 0.489 1.065
H 4.287 -3.179 1.899
H 2.594 -3.200 2.413
H 3.803 -2.342 3.376
H 2.022 0.509 1.980
H 2.663 -0.287 3.420
H 1.299 -1.006 2.560
Se -3.769 1.780 -2.866
C -4.830 2.793 -1.652
C -4.395 4.011 -1.108
C -5.182 4.733 -0.222
C -6.439 4.271 0.150
C -6.890 3.069 -0.381
C -6.099 2.343 -1.261
H -3.418 4.385 -1.389
H -4.803 5.663 0.187
H -7.050 4.833 0.846
H -7.864 2.683 -0.099
H -6.458 1.402 -1.660
*
```


2.
# C32H91N3O22

A 12-piece molecular cluster, C32H91N3O22 overall (the ωB97M-V functional and the def2-TZVPD basis, OMol25).

```
! wB97M-V def2-TZVPD RIJCOSX def2/J DEFGRID3
* xyz 0 1
C 0.524 0.028 -1.093
C 0.976 0.459 0.311
C -0.271 1.088 1.148
O -0.578 2.344 0.515
C -1.703 3.020 1.029
N 1.631 -0.760 0.926
H 1.287 -0.568 -1.594
H 0.279 0.855 -1.760
H -0.391 -0.559 -1.025
H 1.683 1.267 0.118
H -0.046 1.242 2.204
H -1.171 0.473 1.151
H -1.912 4.010 0.625
H -1.525 3.114 2.101
H -2.581 2.413 0.810
H 2.241 -1.153 0.224
H 0.879 -1.433 0.942
C 6.196 -2.024 0.592
C 5.592 -0.721 1.026
C 4.783 0.111 0.025
O 5.623 0.851 -0.925
C 4.951 1.560 -1.971
N 4.838 -1.024 2.229
H 6.647 -2.477 1.475
H 7.091 -1.913 -0.021
H 5.452 -2.781 0.343
H 6.406 -0.035 1.261
H 4.163 0.777 0.626
H 4.072 -0.575 -0.435
H 3.964 1.738 -1.544
H 4.730 1.022 -2.893
H 5.345 2.558 -2.162
H 4.081 -1.667 2.050
H 4.385 -0.202 2.603
C 2.243 4.543 0.966
C 2.145 5.098 -0.511
O 3.290 4.642 -1.146
O 3.055 5.378 1.758
H 2.664 3.546 1.087
H 1.291 4.409 1.480
H 2.093 6.184 -0.590
H 1.240 4.682 -0.952
H 3.868 5.408 -1.175
H 2.961 5.121 2.678
C 1.034 -0.700 4.585
C 1.393 -0.713 6.055
O 1.909 -1.950 6.510
O 2.131 -0.463 3.832
H 0.273 0.044 4.348
H 0.532 -1.635 4.335
H 0.550 -0.442 6.691
H 2.103 0.061 6.350
H 1.113 -2.477 6.610
H 1.833 -0.296 2.935
C -2.906 2.527 5.101
C -3.224 3.961 5.488
O -3.113 4.227 6.859
O -1.508 2.222 5.162
H -3.300 2.289 4.112
H -3.407 1.742 5.667
H -4.175 4.218 5.022
H -2.564 4.644 4.955
H -2.320 3.728 7.068
H -1.208 2.251 6.073
C -3.441 0.579 -1.937
C -3.686 1.970 -2.574
O -3.527 1.896 -3.993
O -4.506 -0.288 -2.269
H -3.285 0.615 -0.859
H -2.543 0.118 -2.348
H -2.919 2.636 -2.178
H -4.656 2.331 -2.233
H -4.321 1.466 -4.321
H -4.433 -1.113 -1.785
C -2.835 -3.473 -0.944
C -2.132 -3.556 0.455
O -1.562 -2.343 0.921
O -4.106 -2.764 -0.916
H -3.030 -4.425 -1.438
H -2.041 -3.034 -1.548
H -1.285 -4.238 0.375
H -2.789 -3.902 1.253
H -2.227 -1.696 1.164
H -4.710 -3.406 -0.537
C -3.524 -1.345 4.820
C -2.605 -0.941 3.677
O -3.246 -0.843 2.422
O -2.763 -1.777 5.907
H -4.151 -2.187 4.528
H -4.154 -0.489 5.062
H -1.790 -1.657 3.563
H -2.102 0.018 3.799
H -4.012 -0.282 2.561
H -3.218 -2.495 6.352
C 2.332 -3.782 2.503
C 2.539 -4.698 3.757
O 1.840 -5.954 3.539
O 3.257 -3.977 1.421
H 2.340 -2.762 2.887
H 1.288 -3.960 2.245
H 2.181 -4.270 4.693
H 3.615 -4.822 3.871
H 2.107 -6.568 4.227
H 3.166 -4.885 1.125
C -3.521 6.026 -2.168
C -4.737 5.726 -1.353
O -4.327 5.201 -0.056
O -3.867 6.518 -3.438
H -2.781 5.230 -2.262
H -3.101 6.853 -1.596
H -5.382 4.994 -1.840
H -5.345 6.611 -1.163
H -4.986 5.448 0.597
H -3.390 6.039 -4.121
C 3.651 -3.424 -2.066
C 3.597 -4.945 -2.211
O 4.214 -5.499 -1.067
O 2.832 -2.948 -1.090
H 3.358 -3.060 -3.051
H 4.680 -3.081 -1.958
H 4.141 -5.287 -3.091
H 2.589 -5.355 -2.151
H 3.566 -6.040 -0.609
H 3.226 -3.155 -0.240
C 2.790 -0.263 -5.105
O 1.412 -0.374 -5.289
C 0.687 0.822 -5.122
C -0.824 0.560 -5.321
N -1.131 -0.115 -6.595
C -2.527 -0.259 -6.689
C -3.095 -1.354 -5.780
O -2.479 -2.564 -6.176
C -2.851 -3.662 -5.344
H 3.093 -0.502 -4.086
H 3.087 0.768 -5.298
H 3.454 -0.869 -5.722
H 1.065 1.486 -5.899
H 0.857 1.339 -4.178
H -1.357 1.501 -5.180
H -0.980 -0.135 -4.496
H -0.703 -1.000 -6.362
H -2.759 -0.407 -7.744
H -2.994 0.654 -6.320
H -4.175 -1.491 -5.838
H -2.837 -1.154 -4.739
H -2.419 -4.625 -5.616
H -3.938 -3.744 -5.340
H -2.489 -3.443 -4.339
*
```


3.
# C14H20GaIO7P

C14H20GaIO7P as an isolated structure (the ωB97M-V functional and the def2-TZVPD basis, OMol25).

```
! wB97M-V def2-TZVPD RIJCOSX def2/J DEFGRID3
* xyz -1 1
C 3.136 3.305 -1.175
C 2.358 1.906 -1.270
C 2.665 0.645 -0.431
C 1.818 -0.640 -0.682
C 0.657 -0.730 -1.722
C 0.337 0.558 -2.529
C -0.856 0.673 -3.617
Ga -2.278 1.943 -2.842
I -1.563 4.479 -2.800
P -2.751 1.375 -0.578
O -2.647 -0.179 -0.481
C 1.195 1.824 -2.296
H 2.467 4.108 -0.696
H 4.155 3.237 -0.669
H 3.284 3.652 -2.269
H 3.499 0.693 0.341
H 2.087 -1.564 -0.050
H 0.050 -1.690 -1.906
H -0.480 0.994 -4.647
H -1.340 -0.356 -3.710
H -3.603 1.863 -3.743
H -1.881 2.081 0.331
H -4.096 1.837 -0.351
H 0.964 2.747 -2.922
C -5.252 -1.778 0.765
C -6.438 -1.258 1.517
O -7.375 -2.322 1.414
C -6.664 -3.463 1.193
O -7.131 -4.567 1.224
O -5.358 -3.188 0.936
H -4.308 -1.408 1.166
H -5.299 -1.547 -0.303
H -6.219 -1.080 2.574
H -6.839 -0.342 1.080
C 5.991 -1.195 3.669
C 4.706 -1.825 3.223
O 4.303 -1.001 2.140
C 5.423 -0.400 1.655
O 5.465 0.230 0.638
O 6.491 -0.609 2.475
H 6.697 -1.925 4.068
H 5.836 -0.407 4.411
H 4.845 -2.847 2.858
H 3.949 -1.831 4.010
*
```


4.
# C5H8N2O

The molecule C5H8N2O (the ωB97M-V functional and the def2-TZVPD basis, OMol25).

```
! wB97M-V def2-TZVPD RIJCOSX def2/J DEFGRID3
* xyz 0 1
C 0.990 0.759 -0.475
C 1.430 -0.593 -0.772
C 0.650 -1.120 0.541
C 1.100 0.449 1.083
C -0.695 -0.722 -0.075
H -2.045 1.802 0.084
H 1.720 1.607 -0.894
H 2.606 -0.735 -0.565
H 1.196 -1.030 -1.660
H 1.091 -1.933 1.316
H 2.189 0.425 1.172
H 0.510 0.862 1.825
H -2.129 -1.843 0.813
N -0.563 0.612 -0.796
N -1.898 -1.168 -0.097
O -1.096 1.512 0.294
*
```


Kohn-Sham gap
In order: 4.51, 8.46, 6.80, 10.33
Unit: eV
HOMO level
In order: -0.3, -8.5, -4.8, -9.4
Unit: eV
Strongest force on any atom
In order: 0.377, 2.904, 4.190, 5.993
Unit: eV Å⁻¹